1.
DFT (ωB97M-V with the def2-TZVPD basis set) results for a structure of composition C15H31BrP2Pt.

Calculated values
LUMO level (spin up / spin down): -0.2891 / -0.3796 Ha
spin multiplicity: 5
DFT total energy: -3965.2690 Eh
energy above the lowest of the compared OMol25 structures with the same formula, charge and spin: 1.925 eV
HOMO level (spin up / spin down): -0.418 / -0.565 hartree
Kohn-Sham gap (spin up / spin down): 0.129 / 0.186 Eh
net charge: +2
molecular weight: 548.34 g/mol

Last column: Löwdin charge in e.
Atoms and positions in Å:
P  0.97  -0.88  2.92  0.883
P  -1.74  -2.78  -2.33  0.467
C  -1.41  -0.61  -0.14  -0.225
C  -1.97  -1.17  -1.41  -0.416
H  -1.27  0.49  -0.46  0.035
H  -2.16  -0.64  0.69  0.115
H  -3.05  -0.95  -1.32  0.113
H  -1.69  -0.47  -2.19  0.043
C  -0.70  -2.36  -3.77  -0.253
H  -0.59  -3.24  -4.42  0.072
H  0.29  -1.97  -3.51  0.035
H  -1.23  -1.57  -4.34  0.060
C  -3.43  -2.92  -2.90  -0.241
H  -3.45  -2.36  -3.86  0.064
H  -4.09  -2.44  -2.17  0.048
H  -3.70  -3.97  -3.08  0.063
C  2.54  -0.03  3.46  -0.256
H  2.95  -0.37  4.41  0.071
H  2.28  1.03  3.56  0.041
H  3.33  -0.15  2.70  0.046
C  -0.13  0.00  4.10  -0.258
H  -1.16  -0.02  3.71  0.047
H  0.24  1.04  4.18  0.040
H  -0.15  -0.47  5.09  0.070
Pt  0.57  0.06  0.12  1.219
C  -0.50  1.69  -1.64  -0.135
C  0.71  0.93  -1.81  -0.254
C  2.06  1.58  -1.93  -0.146
C  2.39  2.26  -0.60  -0.156
C  1.83  1.52  0.59  -0.306
C  0.50  1.80  1.10  -0.325
C  -0.43  2.87  0.59  -0.143
C  -0.66  2.97  -0.94  -0.156
C  0.92  -2.66  3.50  -0.235
H  -1.38  1.38  -2.22  0.133
H  0.56  0.20  -2.62  0.120
H  2.13  2.31  -2.75  0.153
H  2.77  0.77  -2.15  0.135
H  3.48  2.21  -0.50  0.134
H  2.02  3.29  -0.53  0.134
H  2.65  1.25  1.30  0.106
H  0.40  1.78  2.21  0.095
H  0.05  3.81  0.92  0.149
H  -1.43  2.77  1.09  0.142
H  -1.72  3.22  -1.04  0.133
H  -0.07  3.79  -1.40  0.150
H  -0.05  -3.09  3.24  0.046
H  1.14  -2.97  4.52  0.057
H  1.71  -3.15  2.88  0.057
Br  -0.35  -3.77  -0.82  0.231

2.
DFT (ωB97M-V with the def2-TZVPD basis set) results for the ion C7H12N3O3 with charge +1.

Calculated values
LUMO level: -0.1613 Ha
DFT total energy: -663.6435 Eh
energy above the lowest of the compared OMol25 structures with the same formula, charge and spin: 1.684 eV
HOMO level: -0.537 hartree
Kohn-Sham gap: 0.376 Eh
net charge: +1
molecular weight: 186.19 g/mol
SMILES: CC(C)N(CC(=O)[NH+]=C=O)C(N)=O

Last column: Löwdin charge in e.
Atoms and positions in Å:
C  0.75  1.02  -1.86  -0.024
C  0.72  0.85  -0.38  -0.354
C  2.09  0.63  0.28  -0.020
N  -0.34  -0.24  -0.07  -0.023
C  -1.70  0.19  -0.32  -0.054
C  -2.37  0.57  0.94  -0.325
O  -3.33  1.23  1.09  0.220
N  -1.61  0.12  2.17  0.268
C  -0.49  -0.46  2.16  -0.165
O  0.45  -0.98  2.59  0.311
C  -0.14  -1.61  -0.25  -0.592
N  1.00  -2.07  -0.75  0.263
O  -1.10  -2.29  0.05  0.092
H  -0.27  1.47  -2.14  0.107
H  1.36  1.80  -2.28  0.095
H  0.93  -0.01  -2.22  0.097
H  0.39  1.67  0.18  0.123
H  2.48  -0.33  0.03  0.062
H  2.11  0.87  1.35  0.093
H  2.61  1.53  -0.09  0.108
H  -2.35  -0.70  -0.64  0.191
H  -1.84  1.07  -0.99  0.161
H  -2.13  0.22  2.97  0.159
H  1.71  -1.50  -1.02  0.053
H  1.08  -3.07  -0.78  0.154

3.
DFT (ωB97M-V with the def2-TZVPD basis set) results for a cluster of 2 separate species, C6H14N2O2 in total.

Calculated values
LUMO level: 0.0293 Ha
DFT total energy: -497.0237 Eh
energy above the lowest of the compared OMol25 structures with the same formula, charge and spin: 0.921 eV
HOMO level: -0.336 hartree
Kohn-Sham gap: 0.366 Eh
molecular weight: 146.19 g/mol
SMILES: CNC(C)=O.CNC(C)=O

Last column: Löwdin charge in e.
Atoms and positions in Å:
C  0.22  -2.05  2.04  -0.076
N  -0.61  -0.97  2.52  0.006
C  -0.99  -0.02  1.62  -0.546
C  -1.76  1.15  2.15  -0.009
O  -0.94  -0.18  0.41  0.045
H  -0.37  -2.90  1.64  0.091
H  0.93  -1.64  1.32  0.080
H  0.82  -2.45  2.86  0.084
H  -0.76  -0.82  3.50  0.129
H  -1.08  1.97  2.44  0.087
H  -2.58  1.42  1.49  0.083
H  -2.27  0.88  3.10  0.081
C  0.34  -1.39  -2.23  -0.091
N  0.23  0.05  -2.38  -0.013
C  1.09  0.85  -1.60  -0.536
C  0.69  2.34  -1.74  0.000
O  1.94  0.39  -0.90  0.048
H  0.76  -1.67  -1.26  0.065
H  -0.68  -1.78  -2.15  0.086
H  0.87  -1.82  -3.06  0.069
H  -0.67  0.46  -2.54  0.104
H  -0.39  2.35  -1.86  0.062
H  0.78  2.85  -0.78  0.074
H  1.20  2.86  -2.55  0.079

4.
DFT (ωB97M-V with the def2-TZVPD basis set) results for an isolated molecule of C5H8O.

Calculated values
LUMO level: 0.0388 Ha
DFT total energy: -270.5120 Eh
energy above the lowest of the compared OMol25 structures with the same formula, charge and spin: 1.248 eV
HOMO level: -0.356 hartree
Kohn-Sham gap: 0.395 Eh
molecular weight: 84.12 g/mol
SMILES: C[C@H]1C[C@H]1C=O

Last column: Löwdin charge in e.
Atoms and positions in Å:
C  1.34  -0.44  1.03  -0.065
C  0.10  -0.83  0.27  -0.299
C  -1.17  -0.07  0.43  -0.077
C  -0.49  -0.10  -0.92  -0.203
C  -0.14  1.25  -1.41  -0.251
O  -0.60  1.72  -2.43  0.045
H  1.56  0.63  0.96  0.070
H  1.21  -0.68  2.09  0.080
H  2.22  -0.98  0.68  0.077
H  -0.02  -1.91  0.18  0.135
H  -1.10  0.87  0.97  0.114
H  -2.14  -0.56  0.52  0.107
H  -0.96  -0.72  -1.69  0.142
H  0.51  1.87  -0.75  0.127

Repeat the fourth record exactly.
DFT (ωB97M-V with the def2-TZVPD basis set) results for an isolated molecule of C5H8O.

Calculated values
LUMO level: 0.0388 Ha
DFT total energy: -270.5120 Eh
energy above the lowest of the compared OMol25 structures with the same formula, charge and spin: 1.248 eV
HOMO level: -0.356 hartree
Kohn-Sham gap: 0.395 Eh
molecular weight: 84.12 g/mol
SMILES: C[C@H]1C[C@H]1C=O

Last column: Löwdin charge in e.
Atoms and positions in Å:
C  1.34  -0.44  1.03  -0.065
C  0.10  -0.83  0.27  -0.299
C  -1.17  -0.07  0.43  -0.077
C  -0.49  -0.10  -0.92  -0.203
C  -0.14  1.25  -1.41  -0.251
O  -0.60  1.72  -2.43  0.045
H  1.56  0.63  0.96  0.070
H  1.21  -0.68  2.09  0.080
H  2.22  -0.98  0.68  0.077
H  -0.02  -1.91  0.18  0.135
H  -1.10  0.87  0.97  0.114
H  -2.14  -0.56  0.52  0.107
H  -0.96  -0.72  -1.69  0.142
H  0.51  1.87  -0.75  0.127

Please write out number 2 again, unchanged.
DFT (ωB97M-V with the def2-TZVPD basis set) results for the ion C7H12N3O3 with charge +1.

Calculated values
LUMO level: -0.1613 Ha
DFT total energy: -663.6435 Eh
energy above the lowest of the compared OMol25 structures with the same formula, charge and spin: 1.684 eV
HOMO level: -0.537 hartree
Kohn-Sham gap: 0.376 Eh
net charge: +1
molecular weight: 186.19 g/mol
SMILES: CC(C)N(CC(=O)[NH+]=C=O)C(N)=O

Last column: Löwdin charge in e.
Atoms and positions in Å:
C  0.75  1.02  -1.86  -0.024
C  0.72  0.85  -0.38  -0.354
C  2.09  0.63  0.28  -0.020
N  -0.34  -0.24  -0.07  -0.023
C  -1.70  0.19  -0.32  -0.054
C  -2.37  0.57  0.94  -0.325
O  -3.33  1.23  1.09  0.220
N  -1.61  0.12  2.17  0.268
C  -0.49  -0.46  2.16  -0.165
O  0.45  -0.98  2.59  0.311
C  -0.14  -1.61  -0.25  -0.592
N  1.00  -2.07  -0.75  0.263
O  -1.10  -2.29  0.05  0.092
H  -0.27  1.47  -2.14  0.107
H  1.36  1.80  -2.28  0.095
H  0.93  -0.01  -2.22  0.097
H  0.39  1.67  0.18  0.123
H  2.48  -0.33  0.03  0.062
H  2.11  0.87  1.35  0.093
H  2.61  1.53  -0.09  0.108
H  -2.35  -0.70  -0.64  0.191
H  -1.84  1.07  -0.99  0.161
H  -2.13  0.22  2.97  0.159
H  1.71  -1.50  -1.02  0.053
H  1.08  -3.07  -0.78  0.154

The highest DFT total energy belongs to which entry?
C5H8O

Which of these has the highest molecular weight?
C15H31BrP2Pt